Formula: CH4FN2
Source: OMol25
Level of theory: ωB97M-V/def2-TZVPD

Structure (ORCA input):
```
! RIJCOSX wB97M-V def2-TZVPD def2/J DEFGRID3
* xyz 1 1
C 0.68 -0.10 -0.15
N 0.68 1.18 -0.01
N -1.45 -0.84 -0.14
F 1.66 -0.89 -0.24
H -0.33 1.65 -0.03
H 1.59 1.71 0.08
H -1.23 -1.85 -0.37
H -1.60 -0.87 0.86
*
```

HOMO level (spin up / spin down), eV: -16.7 / -16.5
Maximum force, hartree/bohr: 0.09478
Energy relative to the best compared isomer or geometry (same formula, charge and spin), eV: 4.557
Kohn-Sham gap (spin up / spin down), eV: 9.89 / 9.97

Calculated atomic charges, method natural (NBO), unit e: atom 1 (C): 0.8596, atom 2 (N): -0.7502, atom 3 (N): -0.6046, atom 4 (F): -0.2131, atom 5 (H): 0.5084, atom 6 (H): 0.4717, atom 7 (H): 0.3745, atom 8 (H): 0.3538